This record from the Open Molecules 2025 dataset describes 2 unconnected molecules or ions with the total composition C21H32N2O2S in a non-equilibrium geometry. The level of theory is the ωB97M-V functional and the def2-TZVPD basis.

Properties
HOMO level (Eh): -0.3099
Spin multiplicity: 1
LUMO (eV): -0.42
Orbital gap (eV): 8.01

Structure (XYZ):
```
58
Properties=species:S:1:pos:R:3:forces:R:3:nbo_charge:R:1
H 0.1999 -0.1317 -2.1670 0.2 -1.2 0.2 0.205
H 0.1700 -6.5710 -0.3337 0.0 0.1 0.0 0.226
H 0.5598 -4.8558 -0.4273 -0.1 0.0 0.0 0.209
H 2.6704 0.4653 -3.7382 -0.4 0.5 1.0 0.218
H 3.6252 1.2314 -2.4239 -1.2 -0.2 -0.3 0.210
H -2.1393 1.0420 -0.1031 -0.9 0.7 0.5 0.195
H -2.0190 4.2252 -1.1115 0.9 -0.9 0.3 0.218
C 1.2469 3.2355 2.2299 -0.5 -1.2 -1.6 0.173
H 1.2264 5.5329 4.5957 0.3 -1.0 -0.7 0.203
H -3.5327 2.2125 -0.3223 0.7 -0.4 0.6 0.201
C 2.8319 3.9939 4.2921 -0.5 -0.4 -0.9 -0.005
C -2.0488 -4.0357 -0.8441 -0.1 0.0 0.5 -0.677
C 2.2453 0.9442 0.5172 0.2 1.7 2.4 0.005
C -1.1140 3.5855 -0.8817 0.7 0.3 0.4 -0.616
C -0.9215 3.4254 0.6996 -0.3 0.5 -0.6 -0.255
H -4.5417 1.2406 1.9594 0.8 -0.5 -0.7 0.206
H 0.5682 -1.3050 -0.7784 -0.1 0.2 -1.3 0.198
C 2.8622 -0.2654 -0.2597 -0.1 0.5 -0.4 -0.435
H -1.4226 -4.9912 1.0073 0.0 0.0 -0.1 0.226
N 3.3592 2.9502 3.5981 -2.6 2.1 0.0 -0.360
H -0.7110 -6.6022 -2.5613 -0.1 0.1 -0.1 0.249
H -3.2963 -0.0911 1.7742 -0.6 0.7 -0.4 0.203
H 1.8352 1.6357 -2.5486 0.6 -0.8 -0.2 0.212
H -0.2038 4.1124 -1.3040 -1.0 -0.5 0.5 0.217
H 0.3040 1.2578 -0.6312 0.7 0.4 0.9 0.226
H 2.9789 -1.2728 -2.1926 -0.5 1.0 0.6 0.201
H -2.2301 -6.0679 -0.1387 0.0 0.1 0.0 0.216
C -2.9136 1.6686 0.4401 0.0 -0.3 0.3 -0.402
H -1.4820 -3.1327 -0.6095 0.0 0.0 -0.1 0.241
H 0.5031 -5.3067 -2.7391 -0.2 0.0 -0.1 0.252
C 3.0081 1.4553 1.6601 -1.9 0.3 -1.1 -0.207
C 0.4464 2.7190 1.0518 1.0 -1.2 -0.7 0.013
C 2.5956 0.8216 -2.6707 0.9 -0.6 0.4 -0.626
C -0.1918 -5.6057 -0.6910 0.1 0.0 0.1 -0.401
C 0.8352 -0.9949 -1.8344 1.5 0.7 0.7 -0.627
H -4.5768 0.1805 0.4944 0.8 0.4 0.7 0.210
H 0.8157 -1.8715 -2.5314 -0.4 1.0 0.6 0.239
H -0.9276 4.4879 1.0887 0.4 -1.3 -0.2 0.241
H -2.9559 3.4445 1.7402 1.0 -0.6 -0.5 0.208
H 3.4130 4.3808 5.1715 -0.6 -0.5 -1.0 0.206
C 2.3496 -0.4415 -1.7422 -0.1 -0.6 -0.5 -0.204
H 2.6985 -1.2344 0.3041 0.0 1.1 -0.5 0.221
C -1.5319 -5.2304 -0.0514 0.0 -0.1 0.0 -0.407
H 3.9858 -0.1107 -0.2850 -1.2 -0.1 0.0 0.222
H -3.1141 -3.8566 -0.7068 0.0 0.0 -0.2 0.258
C -2.1730 2.7104 1.3725 -0.2 -0.7 0.3 -0.396
C 2.5413 2.5890 2.5297 -0.2 -1.3 -1.3 0.094
C -3.8846 0.6920 1.2219 0.1 0.2 -0.2 -0.613
C 0.9309 1.6039 0.2208 0.8 1.5 2.3 -0.241
O -2.8492 -5.1886 -3.0647 0.1 0.2 -0.1 -0.938
C 1.5404 4.6631 3.9557 0.1 -0.6 -0.3 -0.008
H -1.1694 2.5953 -1.4049 -0.2 1.0 0.4 0.201
N 0.7049 4.3009 2.9446 3.4 -0.9 1.5 -0.387
S -1.7182 -4.4592 -2.5473 0.1 0.2 0.1 2.173
H 3.9902 0.9790 1.9121 -1.0 0.6 -0.2 0.225
C -0.3953 -5.6200 -2.2090 0.4 -0.3 0.2 -0.681
O -1.1765 -3.3025 -3.2197 -0.3 -0.2 -0.2 -0.943
H -1.8016 2.1626 2.2924 -0.4 0.6 -0.9 0.208
```
Forces are in eV/Å.